Ag2FI5N3O9 | the ωB97M-V functional and the def2-TZVPD basis

The geometry in XYZ format:
```
20
Properties=species:S:1:pos:R:3
I -0.686 2.762 9.973
I -4.186 3.025 12.999
I -2.192 -0.472 7.028
I 1.658 -1.955 12.983
I -1.678 -3.640 17.029
Ag -1.651 -4.201 14.432
Ag -3.553 -1.856 9.092
F -0.693 -1.029 11.784
O 0.803 1.766 14.963
O 1.111 1.399 12.906
O -6.973 -3.121 14.172
O -8.704 -2.189 13.566
O -7.928 -1.800 15.567
O -3.699 -4.809 12.307
O -3.865 -3.313 10.717
O -4.011 -2.607 12.562
O -0.547 2.560 13.473
N -7.906 -2.393 14.460
N 0.491 1.894 13.756
N -3.802 -3.600 11.954
```

Its spin multiplicity is 3. The expectation value of S² is 2.013. The LUMO energy (spin up / spin down) comes out at 8.65 / 8.62 eV. The calculation puts the orbital gap (spin up / spin down) at 3.6 / 3.5 eV. As for the HOMO energy (spin up / spin down): 5.060 / 5.141 eV. The charge is -5.

Ag2H28O18P | the ωB97M-V functional and the def2-TZVPD basis

The geometry in XYZ format:
```
49
Properties=species:S:1:pos:R:3
Ag 0.814 2.279 0.756
Ag 0.217 -0.801 2.187
P -0.825 0.173 -0.299
O -1.536 -3.345 0.421
O 0.065 2.159 3.099
O 2.632 1.619 -0.877
O 1.992 -1.633 3.213
O 1.207 -2.834 0.928
O -0.307 -1.174 0.040
O 2.393 0.623 1.883
O -2.460 0.110 2.962
O 0.666 0.127 0.352
O -2.406 2.776 1.240
O -2.842 2.115 -1.370
O -0.919 0.779 1.057
O 1.279 0.192 -3.059
O 2.494 -1.052 -0.497
O 0.227 -2.100 -2.124
O -0.511 2.707 -2.437
O 0.245 0.940 -0.987
O -1.521 -0.349 -3.724
H -0.303 2.385 -3.331
H 0.860 0.504 -2.231
H -2.079 -1.045 -3.363
H 3.182 0.392 1.439
H -1.744 2.063 1.315
H 1.651 -0.469 -0.282
H -3.109 -0.385 2.416
H 2.123 -1.894 -0.127
H 0.520 1.739 3.823
H -0.156 2.024 -1.828
H -3.625 2.540 -1.712
H 0.578 -2.125 0.585
H -0.651 -0.369 -3.335
H 0.637 -3.601 0.801
H 1.806 -2.407 2.752
H -2.630 2.648 0.327
H 0.117 -1.719 -1.233
H -0.369 1.519 2.526
H 1.689 1.273 -0.812
H 1.678 0.381 1.180
H 1.737 -0.571 -2.741
H -1.846 0.370 2.229
H -2.153 2.296 -2.018
H -2.433 -3.294 0.733
H -1.249 -2.414 0.260
H 2.883 0.734 -0.554
H -0.347 -2.886 -2.146
H 2.321 -0.990 2.564
```

The LUMO energy comes out at 1.15 eV. The calculation puts the orbital gap at 5.8 eV. Its energy above the lowest of the compared OMol25 structures with the same formula, charge and spin is 0.0 kcal/mol. As for the HOMO energy: -4.676 eV. The charge is -1.

AgF3H8O4 | the ωB97M-V functional and the def2-TZVPD basis

The geometry in XYZ format:
```
16
Properties=species:S:1:pos:R:3
Ag -17.280 -2.264 11.299
F -17.320 -1.785 13.589
F -15.232 -3.294 11.292
F -19.326 -1.648 10.928
O -17.295 -3.034 8.975
O -16.538 -0.513 10.177
O -20.446 -2.819 13.353
O -18.028 -4.418 11.303
H -18.046 -3.116 8.375
H -16.567 -0.430 9.219
H -18.165 -5.043 10.585
H -20.100 -3.702 13.493
H -16.529 -3.341 8.473
H -16.035 0.248 10.484
H -19.969 -2.482 12.565
H -18.565 -4.749 12.031
```

Its spin multiplicity is 2. The expectation value of S² is 0.756. The LUMO energy (spin up / spin down) comes out at 2.63 / 2.21 eV. The calculation puts the orbital gap (spin up / spin down) at 8.1 / 7.3 eV. Its energy above the lowest of the compared OMol25 structures with the same formula, charge and spin is 14.2 kcal/mol. As for the HOMO energy (spin up / spin down): -5.450 / -5.052 eV. The charge is -1.

AgH14O11P | the ωB97M-V functional and the def2-TZVPD basis

The geometry in XYZ format:
```
27
Properties=species:S:1:pos:R:3
Ag -0.171 0.049 -0.035
P -1.398 1.727 -1.617
O 0.032 1.807 -1.280
O -1.097 2.078 -0.007
O 0.546 -1.573 -1.705
O 2.238 0.846 -0.999
O -2.139 0.262 1.730
O -0.955 0.336 -1.898
O -2.104 0.761 -0.742
O 0.483 1.616 1.765
O 0.136 -1.748 1.481
O 2.974 -0.921 1.054
O -2.133 -1.634 -0.231
H -2.323 -0.575 1.342
H 2.668 -0.307 0.388
H -1.979 0.785 0.883
H 2.780 1.620 -1.031
H -0.131 -0.932 -1.926
H -2.090 -0.670 -0.520
H 2.447 -0.879 1.851
H 1.165 2.328 1.767
H 1.346 -1.116 -1.700
H -1.982 -2.138 -0.992
H -0.080 1.796 0.970
H 1.266 1.178 -1.110
H -0.399 -2.308 0.934
H 0.892 -2.387 1.619
```

The LUMO energy comes out at 5.58 eV. The calculation puts the orbital gap at 4.5 eV. Its energy above the lowest of the compared OMol25 structures with the same formula, charge and spin is 308.5 kcal/mol. As for the HOMO energy: 1.059 eV. The charge is -2.